(1)
Formula: C3H2ClNO
Source: the Open Molecules 2025 dataset
Level of theory: the ωB97M-V functional and the def2-TZVPD basis

Bonds (Å) are listed after each position.
Atoms and positions in Å:
1 Cl 1.41415 1.74025 -0.13190  N3 1.669
2 O 1.39288 -2.05381 -0.19047  C5 1.128
3 N 1.33676 0.16873 0.42427  Cl1 1.669, C5 1.193
4 C -1.60704 0.46614 -0.56238  C6 1.232, H8 1.025
5 C 1.34473 -0.94026 -0.01528  O2 1.128, N3 1.193
6 C -1.20576 0.04642 0.52474  C4 1.232, H7 0.980
7 H -1.11879 -0.58393 1.26970  C6 0.980
8 H -1.55693 1.15647 -1.31866  C4 1.025

The energy above the lowest of the compared OMol25 structures with the same formula, charge and spin comes out at 379.98 kJ/mol. The value obtained for the frontier orbital gap is 10.23 eV. The spin multiplicity is 1. Its HOMO energy is -10.09 eV. As for the SMILES: O=C=NCl.C#C. Its calculated total energy is -19198.7043 eV.

=====

(2)
Formula: C3H2ClNO
Source: the Open Molecules 2025 dataset
Level of theory: the ωB97M-V functional and the def2-TZVPD basis

Bonds (Å) are listed after each position.
Atoms and positions in Å:
1 Cl -1.68402 -1.43868 1.45300  C6 1.656
2 O 1.10026 0.23897 -0.71363  C4 1.265, C5 1.433
3 N -0.97609 0.86367 -0.04888  C4 1.334, C6 1.469
4 C 0.19687 1.12002 -0.63022  O2 1.265, N3 1.334, H7 1.009
5 C 0.50399 -0.80427 0.06645  O2 1.433, C6 1.349, H8 1.065
6 C -0.72625 -0.47169 0.50925  Cl1 1.656, N3 1.469, C5 1.349
7 H 0.38081 2.06035 -0.94502  C4 1.009
8 H 1.20443 -1.56837 0.30905  C5 1.065

The energy above the lowest of the compared OMol25 structures with the same formula, charge and spin comes out at 72.15 kJ/mol. The value obtained for the frontier orbital gap is 10.45 eV. The spin multiplicity is 1. Its HOMO energy is -9.56 eV. As for the SMILES: Clc1cocn1. Its calculated total energy is -19201.8947 eV.